# 1
Below is a molecular structure, C7H13B11Br6CaF2N5O3 at a distorted geometry, with properties calculated with the ωB97M-V functional and the def2-TZVPD basis.

Geometry as XYZ:
```
48
Properties=species:S:1:pos:R:3:nbo_charge:R:1
Ca -1.4199 -0.2284 -1.0855 1.691
Br -1.2484 -0.8640 1.6469 -0.121
B 0.6647 -0.4052 1.9879 -0.060
B 1.5608 -1.2304 3.2334 -0.081
C 3.1598 -1.1246 2.6999 -0.525
B 1.9949 -1.4499 1.5241 -0.114
B 3.3966 -0.4114 1.1867 -0.080
B 3.8149 0.4466 2.6750 -0.087
B 2.6838 -0.0601 3.9397 -0.082
B 1.0647 0.4544 3.4785 -0.132
Br -0.3111 0.9178 4.7509 0.017
B 2.4671 1.5021 3.1322 -0.116
Br 2.7272 3.1757 4.0337 0.035
B 2.9097 1.2797 1.4155 -0.091
Br 3.6468 2.6963 0.3241 0.004
B 1.7963 0.0978 0.7251 -0.095
Br 1.3141 0.2427 -1.2003 -0.092
B 1.2043 1.2848 1.9150 -0.083
Br -0.0357 2.7038 1.4016 -0.045
H 1.1674 -2.1490 3.8681 0.112
H 3.8231 -1.9314 2.9717 0.336
H 1.8988 -2.5151 1.0105 0.109
H 4.2431 -0.7742 0.4444 0.113
H 4.9514 0.6353 2.9359 0.123
H 3.0568 -0.2082 5.0504 0.123
C -1.2586 3.0049 -5.3766 -0.278
O -1.4144 1.6717 -4.8270 -0.444
C -1.5301 1.4891 -3.5444 0.924
O -1.6331 0.3256 -3.1033 -0.802
N -1.5094 2.5508 -2.7100 -0.476
N -1.6888 2.3084 -1.3308 -0.725
H -1.1752 2.8628 -6.4462 0.241
H -0.3482 3.4599 -4.9892 0.203
H -2.1427 3.6026 -5.1566 0.195
H -1.5103 3.4979 -3.0503 0.412
H -2.5851 2.6988 -1.0555 0.387
H -0.9449 2.7601 -0.7980 0.420
F -4.0509 -1.2649 -1.7383 -0.308
C -4.1835 -0.2212 -0.9402 0.484
F -4.3982 0.8857 -1.6064 -0.296
H -4.7218 -0.3703 -0.0100 0.176
O -1.0521 -2.4882 -1.3366 -0.284
N -1.9338 -3.1830 -0.8819 0.217
C -2.2716 -4.4176 -0.9691 -0.011
C -1.4885 -5.2875 -1.8030 0.187
N -0.8705 -5.9756 -2.4828 -0.134
C -3.4369 -4.8410 -0.2392 0.207
N -4.3825 -5.1540 0.3300 -0.152
```

Results
- HOMO level (alpha / beta) (eV) = -11.78 / -11.78
- orbital gap (alpha / beta) (eV) = 6.772 / 5.166
- net charge = +1
- lowest unoccupied orbital energy (alpha / beta) (eV) = -5.01 / -6.62

=====

# 2
Below is 7 unconnected molecules or ions with the total composition C37H31Br3N6O12 at a distorted geometry, with properties calculated with the ωB97M-V functional and the def2-TZVPD basis.

Geometry as XYZ:
```
89
Properties=species:S:1:pos:R:3:lowdin_charge:R:1
O -9.5104 -2.3631 0.1889 0.077
N -8.4488 -1.8820 -0.1800 -0.334
O -8.0954 -1.5738 -1.3265 0.061
C -7.4345 -1.6676 0.8892 -0.130
C -6.2415 -0.9338 0.5541 0.007
C -5.2115 -0.7604 1.4860 -0.067
C -5.4940 -0.9924 2.8581 -0.060
C -6.7408 -1.5615 3.2367 -0.045
C -7.6860 -1.8838 2.2262 -0.019
H -5.9703 -0.7847 -0.4806 0.106
H -4.2834 -0.2836 1.2071 0.092
H -4.7583 -0.7556 3.6125 0.085
H -6.9659 -1.7212 4.2808 0.098
H -8.6840 -2.2131 2.4752 0.112
O 0.2550 -0.6612 5.1002 0.074
N 0.3053 0.1481 4.2018 -0.350
O 1.3602 0.2522 3.5758 0.053
C -0.8206 0.9639 3.8075 -0.143
C -1.9682 0.9463 4.6458 0.006
C -3.0681 1.8205 4.4177 -0.056
C -3.0573 2.5797 3.2261 -0.041
C -2.0078 2.3961 2.2849 -0.062
C -0.9530 1.5963 2.5761 -0.032
H -2.0663 0.3363 5.5316 0.112
H -3.9003 1.8854 5.1030 0.102
H -3.8468 3.2996 3.0686 0.103
H -1.9409 3.0011 1.3928 0.097
H -0.1544 1.6646 1.8522 0.113
O -2.2408 -1.8651 2.8775 0.081
N -2.1918 -2.8440 2.2060 -0.315
O -2.6601 -2.8834 1.0548 0.046
C -1.7947 -4.1484 2.8624 -0.116
C -1.4627 -4.2448 4.2033 -0.022
C -1.2191 -5.4197 4.8313 -0.078
C -1.0730 -6.5246 4.0205 -0.047
C -1.3649 -6.4618 2.6186 -0.044
C -1.7361 -5.2683 2.0827 -0.036
H -1.5290 -3.4042 4.8780 0.119
H -1.1893 -5.5227 5.9060 0.117
H -0.9538 -7.4813 4.5072 0.103
H -1.3548 -7.3665 2.0288 0.108
H -2.0140 -5.1370 1.0474 0.121
O 0.6029 5.9807 -0.5533 0.091
N -0.3124 5.2962 -0.9412 -0.317
O -1.3339 5.2193 -0.2054 0.024
C -0.2445 4.5731 -2.2550 -0.146
C -1.3903 4.3898 -2.9808 -0.012
C -1.3037 3.8570 -4.2640 -0.055
C -0.0510 3.5509 -4.7678 -0.099
C 1.0755 3.6328 -4.0094 -0.067
C 0.9964 4.1087 -2.6837 0.025
H -2.3434 4.7128 -2.5888 0.121
H -2.1425 3.7265 -4.9317 0.110
H 0.0456 3.2518 -5.8011 0.116
H 1.9623 3.2457 -4.4892 0.103
H 1.7644 4.2051 -1.9305 0.113
O 2.5169 0.7419 -4.4737 0.050
N 2.5552 0.5184 -3.2690 -0.318
O 3.5884 0.4912 -2.6606 0.039
C 1.2941 0.2745 -2.4411 -0.100
C 1.4521 -0.1816 -1.0908 -0.022
C 0.3083 -0.4355 -0.3435 -0.056
C -0.9244 -0.2370 -0.9514 -0.070
C -1.0466 0.2453 -2.2297 -0.068
C 0.0582 0.2967 -3.0629 -0.014
H 2.4319 -0.2579 -0.6430 0.036
H 0.4438 -0.6832 0.6989 0.106
H -1.8167 -0.3956 -0.3639 0.097
H -1.9658 0.5902 -2.6797 0.111
H 0.0501 0.5825 -4.1043 0.113
O 7.7876 -0.5874 -0.6482 -0.099
N 8.6073 -0.4007 -1.5505 -0.348
O 9.7705 -0.5821 -1.3531 0.098
C 8.1091 -0.0511 -2.8898 -0.130
C 6.7794 0.2876 -3.0545 -0.016
C 6.1582 0.4997 -4.2915 -0.027
C 7.0098 0.5127 -5.4460 -0.063
C 8.3425 0.1984 -5.3281 -0.082
C 8.8448 -0.1420 -4.0736 -0.008
H 6.0980 0.2875 -2.2166 0.082
H 5.1036 0.6764 -4.4433 0.072
H 6.5561 0.5719 -6.4243 0.102
H 8.9133 0.1350 -6.2427 0.106
H 9.8449 -0.5444 -4.0074 0.114
Br 6.9026 2.0095 0.5514 0.608
C 5.1956 1.1521 1.0959 -1.475
Br 5.0961 -0.8353 0.7812 0.584
Br 3.6641 2.1077 0.4388 0.614
H 5.1176 1.1235 2.1827 -0.036
```

Results
- HOMO level (eV) = -9.67
- orbital gap (eV) = 8.836
- lowest unoccupied orbital energy (eV) = -0.84
- SMILES = O=[N+]([O-])c1ccccc1.O=[N+]([O-])c1ccccc1.O=[N+]([O-])c1ccccc1.O=[N+]([O-])c1ccccc1.O=[N+]([O-])c1ccccc1.O=[N+]([O-])c1ccccc1.BrC(Br)Br

=====

Quick rundown of energy above the lowest of the compared OMol25 structures with the same formula, charge and spin, same order as above: 4.1735 2.4560 eV
Quick rundown of calculated total energy, same order as above: -17368.94563 -10381.33910 a.u.